The following is a quantum chemistry calculation of 2 unconnected molecules or ions with the total composition C10H13O3, from OMol25.

Total charge: -1
Orbital gap, eV: 7.506
HOMO, eV: -4.49

CARTESIAN COORDINATES (ANGSTROEM)
C -0.27408 -2.36766 -3.51142
C -1.25592 -1.31917 -4.03282
C -0.78709 -3.04758 -2.22845
O -1.02926 -2.27753 -1.26373
O -0.94237 -4.27992 -2.28161
H 0.17980 -3.04205 -4.23837
H 0.59069 -1.75921 -3.19197
H -2.26257 -1.74539 -4.06761
H -0.99033 -0.56620 -4.77304
H -1.37432 -0.67590 -3.14921
C 0.33540 2.98313 3.87299
C 0.70097 0.14567 0.62791
C -0.03397 -0.16608 1.76512
C 1.28809 1.41721 0.55955
C -0.14081 0.74017 2.81365
C 1.14268 2.32224 1.57844
C 0.42588 1.99014 2.74458
O 0.89808 -0.70386 -0.38407
H 0.24669 -1.43503 -0.37551
H -0.61576 -1.07656 1.77593
H 1.97145 1.61777 -0.25924
H -0.63150 0.36472 3.70428
H 1.66708 3.27256 1.60182
H -0.43426 2.65047 4.58292
H 0.06102 4.01852 3.67452
H 1.26443 2.93955 4.45534

Atoms 1-2, force components in eV/Å:
1.55 1.34 -0.21
-0.79 0.32 2.08

natural (NBO) atomic charge list, values in e, 6 entries: number 1, C, carries -0.51; number 2, C, carries -0.63; number 3, C, carries 0.77; number 4, O, carries -0.84; number 5, O, carries -0.75; number 6, H, carries 0.19